{
  "formula": "C34H76BrN2O7Si",
  "method": "the ωB97M-V functional and the def2-TZVPD basis",
  "homo_energy_ev": -10.5,
  "gap_ha": 0.277,
  "total_charge": 1,
  "lumo_ev": -3.02,
  "total_energy_ha": -4840.4952,
  "symbols": ["C", "Si", "C", "C", "C", "C", "C", "C", "C", "C", "C", "N", "C", "C", "N", "C", "C", "C", "O", "C", "Br", "C", "C", "C", "C", "C", "C", "H", "H", "H", "H", "H", "H", "H", "H", "H", "H", "H", "H", "H", "H", "H", "H", "H", "H", "H", "H", "H", "H", "H", "H", "H", "H", "H", "H", "H", "H", "H", "H", "H", "H", "H", "H", "H", "H", "H", "H", "C", "C", "O", "H", "H", "H", "H", "H", "H", "C", "C", "O", "H", "H", "H", "H", "H", "H", "C", "C", "O", "H", "H", "H", "H", "H", "H", "C", "C", "O", "H", "H", "H", "H", "H", "H", "C", "C", "O", "H", "H", "H", "H", "H", "H", "C", "C", "O", "H", "H", "H", "H", "H", "H"],
  "xyz": [[4.323, 1.978, 1.498], [4.925, 1.554, -0.228], [6.752, 2.023, -0.301], [4.047, 2.541, -1.565], [2.573, 2.179, -1.812], [1.604, 2.783, -0.804], [0.171, 2.602, -1.295], [-0.850, 3.268, -0.370], [-2.279, 2.955, -0.793], [-2.720, 1.545, -0.360], [-3.221, 1.480, 1.096], [-4.673, 1.549, 1.325], [-5.248, 2.859, 1.145], [-5.780, 3.157, -0.239], [-6.787, 2.109, -0.600], [-6.214, 0.722, -0.560], [-7.391, -0.278, -0.717], [-7.277, -1.040, -2.027], [-8.367, -1.907, -2.136], [-5.501, 0.484, 0.792], [-4.581, -1.198, 0.607], [4.754, -0.313, -0.450], [3.521, -0.978, -0.480], [3.448, -2.366, -0.607], [4.604, -3.141, -0.694], [5.839, -2.499, -0.675], [5.907, -1.106, -0.556], [4.970, 1.479, 2.216], [3.325, 1.563, 1.640], [4.310, 3.054, 1.639], [7.153, 1.871, -1.300], [7.300, 1.379, 0.382], [6.886, 3.060, -0.009], [4.596, 2.514, -2.504], [4.076, 3.583, -1.239], [2.416, 1.106, -1.888], [2.286, 2.586, -2.785], [1.784, 3.853, -0.718], [1.674, 2.292, 0.165], [-0.081, 1.543, -1.340], [0.045, 3.019, -2.289], [-0.657, 3.027, 0.675], [-0.713, 4.346, -0.474], [-2.350, 3.031, -1.877], [-2.951, 3.686, -0.341], [-1.830, 0.919, -0.394], [-3.417, 1.087, -1.057], [-2.803, 2.352, 1.596], [-2.801, 0.635, 1.622], [-4.503, 3.611, 1.372], [-6.063, 3.008, 1.862], [-6.286, 4.118, -0.248], [-5.024, 3.176, -1.017], [-7.601, 2.163, 0.014], [-7.128, 2.264, -1.549], [-5.566, 0.562, -1.414], [-7.451, -0.957, 0.125], [-8.338, 0.267, -0.745], [-7.257, -0.308, -2.845], [-6.317, -1.559, -2.039], [-8.140, -2.641, -2.710], [-6.297, 0.300, 1.513], [2.606, -0.411, -0.385], [2.487, -2.862, -0.611], [4.567, -4.216, -0.772], [6.748, -3.074, -0.742], [6.890, -0.662, -0.544], [0.624, 1.105, -6.066], [0.270, 0.446, -4.751], [-0.699, 1.195, -4.011], [1.001, 2.115, -5.893], [1.391, 0.531, -6.586], [-0.252, 1.190, -6.715], [1.151, 0.387, -4.112], [-0.100, -0.570, -4.913], [-1.503, 1.248, -4.536], [5.186, 7.174, 2.758], [5.447, 5.987, 1.851], [4.236, 5.323, 1.482], [4.662, 6.856, 3.659], [6.120, 7.657, 3.048], [4.559, 7.914, 2.254], [6.058, 5.243, 2.361], [5.979, 6.303, 0.948], [3.682, 5.958, 1.017], [3.531, -3.420, 3.902], [3.085, -4.636, 3.110], [2.443, -4.267, 1.894], [2.676, -2.780, 4.126], [4.004, -3.713, 4.840], [4.245, -2.826, 3.326], [2.361, -5.219, 3.677], [3.943, -5.281, 2.890], [3.076, -3.760, 1.375], [-4.658, -5.377, 3.018], [-3.456, -5.137, 2.126], [-3.839, -4.827, 0.784], [-5.268, -6.190, 2.623], [-4.352, -5.630, 4.035], [-5.290, -4.485, 3.062], [-2.837, -6.030, 2.067], [-2.840, -4.324, 2.524], [-4.378, -4.032, 0.813], [-3.680, -8.777, 6.143], [-3.144, -7.550, 6.856], [-4.011, -6.425, 6.705], [-3.817, -8.570, 5.080], [-2.998, -9.622, 6.249], [-4.651, -9.067, 6.549], [-2.184, -7.253, 6.437], [-3.000, -7.759, 7.921], [-4.863, -6.660, 7.082], [4.577, 2.249, -5.632], [4.451, 0.776, -5.291], [3.889, 0.024, -6.367], [3.601, 2.664, -5.888], [4.988, 2.813, -4.793], [5.231, 2.392, -6.495], [3.785, 0.636, -4.440], [5.429, 0.359, -5.027], [4.470, 0.116, -7.129]],
  "lowdin_charge": [-0.153, 0.584, -0.171, -0.229, -0.265, -0.204, -0.224, -0.206, -0.211, -0.183, -0.210, -0.156, -0.155, -0.083, 0.098, -0.305, -0.150, -0.286, -0.024, -0.620, 0.943, -0.231, -0.091, -0.100, -0.092, -0.076, -0.089, 0.037, 0.020, 0.005, 0.032, 0.027, 0.026, 0.054, 0.075, 0.080, 0.104, 0.118, 0.105, 0.103, 0.108, 0.117, 0.116, 0.112, 0.088, 0.108, 0.083, 0.120, 0.088, 0.131, 0.137, 0.141, 0.125, 0.185, 0.189, 0.132, 0.112, 0.126, 0.125, 0.116, 0.103, 0.110, 0.090, 0.104, 0.106, 0.100, 0.085, -0.082, -0.300, -0.103, 0.071, 0.065, 0.073, 0.097, 0.113, 0.076, -0.090, -0.315, -0.107, 0.077, 0.076, 0.073, 0.112, 0.110, 0.081, -0.091, -0.319, -0.092, 0.073, 0.073, 0.071, 0.109, 0.109, 0.030, -0.084, -0.312, -0.101, 0.078, 0.061, 0.068, 0.113, 0.108, 0.002, -0.092, -0.321, -0.094, 0.069, 0.075, 0.073, 0.110, 0.108, 0.079, -0.083, -0.312, -0.088, 0.066, 0.062, 0.076, 0.096, 0.112, 0.084]
}

{
  "formula": "C34H76F6N4P",
  "method": "the ωB97M-V functional and the def2-TZVPD basis",
  "de_lowest_ev": 0.000,
  "homo_energy_ev": -17.6,
  "gap_ha": 0.436,
  "total_charge": 3,
  "lumo_ev": -5.72,
  "total_energy_ha": -2499.9372,
  "symbols": ["P", "F", "F", "F", "F", "F", "F", "C", "C", "C", "N", "C", "C", "C", "C", "C", "H", "H", "H", "H", "H", "H", "H", "H", "H", "H", "H", "H", "H", "H", "H", "H", "H", "H", "C", "C", "C", "N", "C", "C", "C", "C", "C", "H", "H", "H", "H", "H", "H", "H", "H", "H", "H", "H", "H", "H", "H", "H", "H", "H", "H", "C", "C", "C", "N", "C", "C", "C", "C", "C", "C", "H", "H", "H", "H", "H", "H", "H", "H", "H", "H", "H", "H", "H", "H", "H", "H", "H", "H", "H", "H", "C", "C", "C", "N", "C", "C", "C", "C", "C", "C", "H", "H", "H", "H", "H", "H", "H", "H", "H", "H", "H", "H", "H", "H", "H", "H", "H", "H", "H", "H"],
  "xyz": [[-0.391, -0.082, -1.588], [0.566, -1.300, -1.178], [-0.329, 0.440, -0.092], [0.924, 0.895, -1.838], [-1.522, 1.121, -1.814], [-0.265, -0.440, -3.156], [-1.652, -1.149, -1.407], [8.476, -0.767, -2.612], [6.985, -0.743, -2.915], [6.201, -1.598, -1.922], [4.651, -1.443, -2.103], [4.188, -0.030, -1.775], [3.899, -2.483, -1.089], [2.989, -3.323, -2.000], [2.783, -2.580, -3.252], [4.156, -1.801, -3.476], [8.839, -1.744, -2.293], [8.545, 0.021, -1.862], [9.072, -0.489, -3.482], [6.873, -1.192, -3.903], [6.813, 0.309, -3.141], [6.264, -1.312, -0.872], [6.249, -2.681, -2.034], [4.691, 0.714, -2.393], [4.458, 0.156, -0.736], [3.109, -0.064, -1.929], [3.358, -1.838, -0.397], [4.575, -3.074, -0.471], [2.059, -3.500, -1.459], [3.240, -4.370, -2.171], [2.017, -1.809, -3.175], [2.581, -3.214, -4.115], [4.027, -1.021, -4.226], [4.951, -2.473, -3.802], [0.349, -5.474, -2.582], [-0.716, -4.637, -1.884], [-1.587, -5.597, -1.050], [-2.902, -5.069, -0.369], [-2.614, -3.938, 0.670], [-3.662, -6.277, 0.245], [-5.127, -5.809, 0.240], [-5.311, -4.707, -0.771], [-3.883, -4.476, -1.357], [-0.113, -6.257, -3.183], [1.014, -5.936, -1.852], [1.004, -4.847, -3.187], [-1.309, -4.193, -2.684], [-0.319, -3.805, -1.302], [-0.914, -6.078, -0.341], [-1.978, -6.339, -1.745], [-3.590, -3.653, 1.065], [-2.249, -3.053, 0.148], [-2.119, -4.282, 1.578], [-3.233, -6.462, 1.230], [-3.528, -7.184, -0.345], [-5.399, -5.558, 1.265], [-5.729, -6.693, 0.026], [-5.792, -3.806, -0.389], [-5.868, -5.037, -1.648], [-3.708, -3.442, -1.658], [-3.730, -5.082, -2.250], [-1.994, 4.888, 3.973], [-2.865, 3.645, 3.962], [-3.110, 3.152, 2.537], [-3.551, 1.636, 2.374], [-4.894, 1.413, 3.033], [-5.451, -0.008, 2.667], [-5.477, -0.257, 1.165], [-4.120, -0.103, 0.484], [-3.527, 1.331, 0.795], [-2.450, 0.854, 3.101], [-1.771, 5.145, 5.009], [-2.567, 5.726, 3.575], [-1.138, 4.674, 3.334], [-3.867, 3.785, 4.367], [-2.424, 2.885, 4.607], [-2.252, 3.340, 1.891], [-3.907, 3.728, 2.069], [-5.487, 2.158, 2.501], [-4.888, 1.697, 4.085], [-6.488, -0.002, 3.002], [-4.944, -0.763, 3.268], [-6.234, 0.376, 0.702], [-5.913, -1.253, 1.088], [-4.113, -0.305, -0.587], [-3.430, -0.886, 0.797], [-4.072, 2.109, 0.259], [-2.504, 1.456, 0.442], [-1.465, 1.140, 2.733], [-2.508, -0.145, 2.667], [-2.605, 0.826, 4.179], [2.156, 0.952, 2.106], [2.228, 2.133, 1.049], [1.093, 3.231, 1.032], [1.194, 4.424, 0.003], [0.216, 5.583, 0.397], [0.817, 6.358, 1.619], [2.293, 6.737, 1.492], [3.185, 5.502, 1.135], [2.607, 4.986, -0.140], [0.734, 4.024, -1.391], [1.157, 0.518, 2.147], [2.374, 1.353, 3.096], [2.901, 0.192, 1.868], [2.292, 1.716, 0.044], [3.218, 2.569, 1.180], [0.834, 3.770, 1.944], [0.170, 2.679, 0.857], [-0.716, 5.062, 0.619], [0.020, 6.252, -0.441], [0.600, 5.916, 2.592], [0.265, 7.288, 1.751], [2.626, 7.203, 2.419], [2.300, 7.542, 0.757], [3.221, 4.786, 1.956], [4.217, 5.827, 1.001], [3.274, 4.167, -0.410], [2.533, 5.734, -0.930], [-0.305, 3.727, -1.246], [1.361, 3.195, -1.719], [0.780, 4.886, -2.057]],
  "lowdin_charge": [0.219, -0.154, -0.160, -0.198, -0.180, -0.136, -0.189, -0.087, -0.244, -0.083, -0.241, 0.015, -0.010, -0.196, -0.138, -0.079, 0.087, 0.084, 0.090, 0.109, 0.117, 0.133, 0.139, 0.103, 0.099, 0.083, 0.111, 0.129, 0.092, 0.124, 0.097, 0.126, 0.144, 0.127, -0.087, -0.228, -0.098, -0.220, 0.050, -0.063, -0.154, -0.125, -0.098, 0.094, 0.084, 0.063, 0.116, 0.089, 0.140, 0.126, 0.091, 0.079, 0.110, 0.135, 0.136, 0.119, 0.126, 0.110, 0.125, 0.132, 0.135, -0.068, -0.237, -0.120, -0.213, -0.087, -0.145, -0.188, -0.149, -0.031, 0.024, 0.096, 0.093, 0.048, 0.118, 0.104, 0.102, 0.135, 0.136, 0.136, 0.126, 0.115, 0.127, 0.109, 0.117, 0.082, 0.136, 0.090, 0.097, 0.089, 0.112, -0.055, -0.191, -0.066, -0.227, -0.060, -0.168, -0.163, -0.145, -0.130, 0.022, 0.052, 0.076, 0.068, 0.073, 0.091, 0.107, 0.098, 0.112, 0.138, 0.091, 0.124, 0.123, 0.123, 0.117, 0.132, 0.126, 0.147, 0.103, 0.094, 0.113]
}